Here is C27H37AuNO4SSi as an isolated structure from the Open Molecules 2025 dataset. Energies are from the ωB97M-V functional and the def2-TZVPD basis.

```
! RIJCOSX wB97M-V def2-TZVPD def2/J DEFGRID3
* xyz -1 1
Au 0.2513 -2.3196 -0.2371
O -0.2362 -0.2028 3.4664
S 0.2966 -0.5332 2.1705
O -0.6820 -1.3295 1.3735
O 0.3518 0.8232 1.3464
O 1.6259 -1.0807 2.1008
C 3.1677 -3.5659 -3.0879
C 2.5400 -4.4610 -3.9439
C 1.2151 -4.7794 -3.7189
C 0.4880 -4.2220 -2.6575
C 1.0971 -3.2905 -1.7929
C 2.4524 -2.9997 -2.0458
C -0.9412 -4.6402 -2.5189
C -1.3649 -5.9210 -3.0003
C -2.6745 -6.2748 -2.9377
C -3.6147 -5.3811 -2.3697
C -4.9960 -5.6613 -2.2494
C -5.8326 -4.7666 -1.6449
C -5.3195 -3.5541 -1.1269
C -3.9911 -3.2589 -1.2341
C -3.1058 -4.1645 -1.8717
N -1.7974 -3.8210 -1.9652
H 4.2093 -3.3037 -3.2359
H 3.0696 -4.8998 -4.7811
H 0.7247 -5.4517 -4.4121
H 2.9598 -2.2995 -1.3937
H -0.6390 -6.6190 -3.3906
H -3.0071 -7.2416 -3.3000
H -5.3771 -6.6000 -2.6365
H -6.8889 -4.9862 -1.5535
H -5.9877 -2.8585 -0.6348
H -3.5690 -2.3450 -0.8359
C 2.0608 4.0213 -0.6425
C 1.9293 2.5895 -0.1075
C 3.3267 2.0772 0.2803
C 1.4540 1.6754 -1.2527
Si 0.7525 2.4363 1.3987
C -0.9384 3.3045 1.1353
C -0.9049 4.8150 1.4007
C -1.4194 3.0882 -0.3080
C -2.0028 2.6533 2.0366
C 1.5885 2.9107 3.0618
C 2.3301 4.2519 2.9455
C 2.5989 1.8455 3.5259
C 0.5526 3.0387 4.1916
H 2.7668 4.0323 -1.4811
H 2.4350 4.7168 0.1112
H 1.1106 4.4086 -1.0149
H 3.9420 2.0037 -0.6235
H 3.2784 1.0833 0.7317
H 3.8406 2.7484 0.9693
H 2.2086 1.6896 -2.0476
H 0.5124 1.9968 -1.6938
H 1.3370 0.6415 -0.9244
H -0.1747 5.3289 0.7707
H -0.6755 5.0472 2.4409
H -1.8892 5.2453 1.1804
H -0.7938 3.6030 -1.0378
H -2.4352 3.4882 -0.4080
H -1.4521 2.0278 -0.5649
H -1.8282 2.8226 3.0959
H -2.0535 1.5754 1.8786
H -2.9830 3.0783 1.7889
H 3.1500 4.2092 2.2274
H 2.7652 4.5036 3.9199
H 1.6707 5.0738 2.6590
H 3.4858 1.8068 2.8970
H 2.1708 0.8454 3.5610
H 2.9291 2.1029 4.5394
H -0.1429 3.8617 4.0274
H 1.0834 3.2466 5.1282
H -0.0109 2.1143 4.3226
*
```

The value obtained for the energy above the lowest of the compared OMol25 structures with the same formula, charge and spin is 0.0 kJ/mol. The calculation puts the highest occupied orbital energy at -5.02 eV. The energy is -60689.9718 eV. The max |F| comes out at 0.90 eV/Å.